Record 1
This record from OMol25 describes a 2-piece molecular cluster, C3H4F2 overall. The level of theory is ωB97M-V/def2-TZVPD.

Bonds (Å) are listed after each position.
Cartesian coordinates (Å):
1 C 0.271 0.841 -0.167  C2 1.555, C3 1.489, H6 1.081, H7 1.148
2 C -0.153 -0.467 -0.894  C1 1.555, C3 1.431, H8 1.126, H9 1.105
3 C 0.190 -0.490 0.495  C1 1.489, C2 1.431, F4 1.306
4 F 0.939 -1.364 1.113  C3 1.306
5 F -1.206 0.105 2.233  no bonds
6 H 1.187 1.399 -0.307  C1 1.081
7 H -0.449 1.674 0.157  C1 1.148
8 H -1.236 -0.480 -1.202  C2 1.126
9 H 0.456 -1.218 -1.427  C2 1.105

Calculated values
total energy	-8605.52272	eV
F_max	3.01	eV Å⁻¹
LUMO energy (alpha / beta)	-0.0512 / -0.0512	Eh
HOMO level (alpha / beta)	-10.33 / -10.34	eV
ΔE to the lowest compared entry with this formula, charge and spin	443.0	kJ/mol
orbital gap (alpha / beta)	8.937 / 8.946	eV



Record 2
This record from OMol25 describes one molecule with the formula C3H4F2O. The level of theory is ωB97M-V/def2-TZVPD.

Bonds (Å) are listed after each position.
Cartesian coordinates (Å):
1 F 1.839 -0.694 0.224  C2 1.343
2 C 0.888 0.035 -0.383  F1 1.343, F3 1.386, C4 1.601, H7 1.038
3 F 0.665 1.235 0.272  C2 1.386
4 C -0.576 -0.609 -0.480  C2 1.601, C5 1.487, O6 1.509, H8 1.234
5 C -1.420 -0.494 0.738  C4 1.487, O6 1.563, H9 1.162, H10 1.029
6 O -1.621 0.479 -0.469  C4 1.509, C5 1.563
7 H 1.189 0.253 -1.352  C2 1.038
8 H -0.762 -1.518 -1.294  C4 1.234
9 H -1.164 0.110 1.697  C5 1.162
10 H -2.180 -1.141 0.989  C5 1.029

Calculated values
total energy	-10655.69679	eV
F_max	4.38	eV Å⁻¹
LUMO energy	0.0365	Eh
HOMO level	-10.65	eV
structure (SMILES)	FC(F)[C@H]1CO1
ΔE to the lowest compared entry with this formula, charge and spin	218.3	kJ/mol
orbital gap	11.643	eV



Record 3
This record from OMol25 describes a 2-piece molecular cluster, C3H4F2O overall. The level of theory is ωB97M-V/def2-TZVPD.

Bonds (Å) are listed after each position.
Cartesian coordinates (Å):
1 C 0.475 0.304 0.687  C3 1.440, H7 1.088
2 C 1.599 -0.263 -1.319  F5 1.310, F6 1.324
3 C -0.897 -0.135 0.672  C1 1.440, O4 1.412, H8 1.103, H9 1.106
4 O -1.933 0.818 0.569  C3 1.412, H10 0.966
5 F 2.881 -0.407 -1.094  C2 1.310
6 F 1.144 -1.457 -1.668  C2 1.324
7 H 0.614 1.379 0.783  C1 1.088
8 H -1.042 -0.956 -0.050  C3 1.103
9 H -1.024 -0.608 1.664  C3 1.106
10 H -1.818 1.325 -0.245  O4 0.966

Calculated values
total energy	-10652.04573	eV
F_max	1.68	eV Å⁻¹
LUMO energy (alpha / beta)	-0.0399 / -0.0409	Eh
HOMO level (alpha / beta)	-8.84 / -8.93	eV
ΔE to the lowest compared entry with this formula, charge and spin	570.6	kJ/mol
orbital gap (alpha / beta)	7.750 / 7.813	eV